Entry 1:
Computed, not measured: a cluster of 2 separate species, C4H11O2S2 in total at a distorted geometry, with the ωB97M-V functional and the def2-TZVPD basis.

The geometry in ORCA input format:
```
! wB97M-V def2-TZVPD RIJCOSX def2/J DEFGRID3
* xyz -1 1
C 0.32 -0.18 0.89
C 1.27 -0.81 1.95
O 2.10 -1.72 1.43
C -0.87 0.67 1.35
S -1.66 1.45 -0.13
S -2.04 -0.01 -1.43
C -0.60 -0.52 -2.41
H 0.95 0.40 0.22
H -0.10 -1.07 0.42
H 0.61 -1.17 2.79
H 1.77 0.06 2.47
H -1.58 -0.04 1.77
H -0.67 1.51 2.00
H -0.52 0.07 -3.32
H -1.04 -1.47 -2.72
H 0.33 -0.69 -1.88
H 4.61 -0.75 0.61
H 3.13 -0.83 0.52
O 3.90 -0.27 0.18
*
```

Calculated values
- E_LUMO: 3.046 eV
- HOMO-LUMO gap: 6.42 eV
- Highest occupied orbital energy: -0.1240 Ha

Löwdin population analysis, charges in e, atoms 1 to 2: atom 1 (C): -0.31, atom 2 (C): -0.53



Entry 2:
Computed, not measured: a structure of composition C16H36N2O6S2 at a distorted geometry, with the ωB97M-V functional and the def2-TZVPD basis.

The geometry in ORCA input format:
```
! wB97M-V def2-TZVPD RIJCOSX def2/J DEFGRID3
* xyz 0 1
C 0.05 -3.11 1.95
C 1.30 -3.14 1.04
C 1.32 -2.05 -0.05
C 0.89 -2.54 -1.43
C -0.63 -2.62 -1.57
C -1.34 -1.33 -2.04
C -2.04 -0.61 -0.88
C -1.83 0.91 -0.74
C -0.46 1.50 -1.04
C -0.38 2.90 -0.41
C 1.01 3.47 -0.19
S 1.82 3.91 -1.73
O 1.83 5.35 -1.74
O 1.10 3.29 -2.81
N 3.35 3.44 -1.63
S 3.63 1.92 -1.25
O 3.63 1.68 0.18
O 2.89 0.94 -2.01
C 5.38 1.78 -1.77
O 5.56 0.89 -2.83
C 5.68 -0.46 -2.45
H 0.36 -3.04 3.00
H -0.56 -4.01 1.86
H -0.56 -2.23 1.75
H 1.41 -4.13 0.61
H 2.16 -2.98 1.68
H 0.66 -1.24 0.28
H 2.33 -1.65 -0.12
H 1.32 -1.93 -2.23
H 1.28 -3.56 -1.56
H -1.03 -2.94 -0.61
H -0.88 -3.42 -2.29
H -0.67 -0.66 -2.57
H -2.09 -1.65 -2.76
H -3.12 -0.74 -1.01
H -1.80 -1.08 0.07
H -2.58 1.46 -1.31
H -2.04 1.14 0.31
H -0.38 1.64 -2.12
H 0.38 0.86 -0.77
H -0.90 3.58 -1.09
H -0.93 2.91 0.53
H 0.97 4.39 0.37
H 1.62 2.77 0.38
H 5.73 2.77 -2.03
H 5.91 1.43 -0.87
H 6.34 -0.58 -1.59
H 4.71 -0.89 -2.22
H 6.13 -1.00 -3.28
C -5.10 1.32 2.13
C -3.98 0.43 2.55
O -2.82 0.60 2.42
N -4.36 -0.93 3.14
C -3.82 -1.12 4.53
H -4.67 2.21 1.69
H -5.72 0.81 1.39
H -5.72 1.59 2.99
H -5.36 -1.11 3.09
H -3.87 -1.60 2.54
H -4.03 -2.15 4.84
H -4.32 -0.43 5.20
H -2.75 -0.94 4.51
*
```

Calculated values
- E_LUMO: -2.185 eV
- HOMO-LUMO gap: 4.94 eV
- Highest occupied orbital energy: -0.2618 Ha

Löwdin population analysis, charges in e, atoms 1 to 2: atom 1 (C): -0.12, atom 2 (C): -0.23



Entry 3:
Computed, not measured: the molecule CH2BrI at a distorted geometry, with the ωB97M-V functional and the def2-TZVPD basis.

The geometry in ORCA input format:
```
! wB97M-V def2-TZVPD RIJCOSX def2/J DEFGRID3
* xyz 0 1
C -0.18 0.15 -0.05
Br -0.46 -1.82 -0.01
I 2.06 0.63 0.03
H -0.68 0.33 0.90
H -0.74 0.72 -0.87
*
```

Calculated values
- E_LUMO: -0.576 eV
- HOMO-LUMO gap: 9.21 eV
- Highest occupied orbital energy: -0.3595 Ha
- SMILES: BrCI

Löwdin population analysis, charges in e, atoms 1 to 2: atom 1 (C): -0.97, atom 2 (Br): 0.45



Entry 4:
Computed, not measured: the molecule C5H8O4 at a distorted geometry, with the ωB97M-V functional and the def2-TZVPD basis.

The geometry in ORCA input format:
```
! wB97M-V def2-TZVPD RIJCOSX def2/J DEFGRID3
* xyz 0 1
C 1.21 1.04 1.24
C -0.01 0.57 0.80
O -0.05 -0.64 0.27
H 1.48 2.03 0.85
H -0.95 0.90 1.24
H 1.73 0.70 2.13
C 1.46 -1.22 0.45
C 1.55 -1.98 1.76
O 1.80 -3.36 1.51
C 1.93 -4.16 2.56
O 1.82 -3.83 3.71
O 2.16 -5.39 2.13
H 1.65 -1.99 -0.32
H 2.05 -0.55 -0.19
H 0.65 -1.89 2.38
H 2.33 -1.61 2.43
H 2.23 -5.99 2.88
*
```

Calculated values
- E_LUMO (alpha / beta): 0.609 / 0.463 eV
- HOMO-LUMO gap (alpha / beta): 8.24 / 7.74 eV
- Highest occupied orbital energy (alpha / beta): -0.2805 / -0.2675 Ha
- SMILES: C=COCCOC(=O)O

Löwdin population analysis, charges in e, atoms 1 to 2: atom 1 (C): -0.07, atom 2 (C): -0.26



Entry 5:
Computed, not measured: a cluster of 2 separate species, C9H16NO in total at a distorted geometry, with the ωB97M-V functional and the def2-TZVPD basis.

The geometry in ORCA input format:
```
! wB97M-V def2-TZVPD RIJCOSX def2/J DEFGRID3
* xyz 1 1
C -2.72 -0.47 1.80
C -2.69 -1.58 0.74
N -2.18 0.81 1.16
H -3.64 -0.21 2.30
H -1.96 -0.78 2.52
H -1.71 -1.66 0.29
H -3.47 -1.40 0.01
H -1.69 1.32 1.89
H -1.51 0.56 0.43
H -2.87 1.50 0.84
H -2.88 -2.50 1.24
C 1.27 -1.86 -2.59
C 0.95 1.16 0.42
C 1.28 -0.14 0.81
C 0.85 1.53 -0.92
C 1.56 -1.09 -0.17
C 1.20 0.56 -1.84
C 1.35 -0.79 -1.51
O 0.72 2.09 1.44
H 1.50 -0.23 1.86
H 1.55 2.33 1.86
H 0.66 2.58 -1.10
H 1.86 -2.07 0.19
H 1.15 0.86 -2.88
H 1.46 -2.82 -2.12
H 1.99 -1.62 -3.36
H 0.22 -1.99 -2.83
*
```

Calculated values
- E_LUMO: -3.093 eV
- HOMO-LUMO gap: 9.06 eV
- Highest occupied orbital energy: -0.4466 Ha

Löwdin population analysis, charges in e, atoms 1 to 2: atom 1 (C): -0.15, atom 2 (C): -0.06



Entry 6:
Computed, not measured: a structure of composition C6H12O, with the ωB97M-V functional and the def2-TZVPD basis.

The geometry in ORCA input format:
```
! wB97M-V def2-TZVPD RIJCOSX def2/J DEFGRID3
* xyz 0 1
C -1.85 0.23 1.10
C -0.35 0.39 0.98
O 0.38 -0.56 1.77
C 1.37 -0.66 0.74
C 0.43 -0.01 -0.29
C 0.98 1.13 -1.13
C -0.25 -1.06 -1.16
H -2.14 0.29 2.15
H -2.37 1.03 0.56
H -2.19 -0.73 0.71
H -0.07 1.42 1.28
H 1.67 -1.70 0.56
H 2.27 -0.06 0.97
H 1.47 1.89 -0.51
H 0.18 1.62 -1.69
H 1.72 0.77 -1.86
H -1.11 -0.65 -1.70
H -0.59 -1.91 -0.56
H 0.46 -1.44 -1.91
*
```

Calculated values
- E_LUMO: 0.939 eV
- HOMO-LUMO gap: 10.49 eV
- Highest occupied orbital energy: -0.3508 Ha

Löwdin population analysis, charges in e, atoms 1 to 2: atom 1 (C): -0.03, atom 2 (C): -0.34